--- a ---
Density functional theory data (ωB97M-V/def2-TZVPD) for 2 unconnected molecules or ions with the total composition C5H4F4N2.

Geometry as XYZ:
```
15
Properties=species:S:1:pos:R:3
H 0.658 3.329 2.841
H 1.367 -0.876 0.045
F 1.288 3.180 0.528
C -0.074 2.651 2.366
H -0.104 -2.224 -1.448
F -1.378 2.791 2.645
C 0.518 -0.485 -0.357
C 0.030 2.751 0.910
C -0.096 0.703 -0.310
F -0.832 3.562 0.359
C -1.343 -0.469 -1.534
F 0.260 1.344 2.731
H -2.177 -0.835 -2.153
N -1.252 0.730 -1.037
N -0.353 -1.275 -1.083
```

For the LUMO energy (alpha / beta), the calculation gives -0.1299 / -0.1300 eV. The value obtained for the HOMO energy (alpha / beta) is -9.2 / -9.2 eV. Its HOMO-LUMO gap (alpha / beta) is 9.07 / 9.08 eV.

---

--- b ---
Density functional theory data (ωB97M-V/def2-TZVPD) for 2 unconnected molecules or ions with the total composition C5H4F4N2.

Geometry as XYZ:
```
15
Properties=species:S:1:pos:R:3
H 0.337 -1.827 -0.971
C -0.622 0.314 1.029
F -0.636 4.298 -0.705
H -1.051 -1.849 1.078
N 0.133 -1.045 -0.466
N 0.697 0.113 -0.764
F 0.218 2.966 -2.086
H 1.977 3.108 -0.371
C 0.449 2.361 0.234
H -1.184 0.496 1.911
C -0.410 2.973 -0.893
F -1.699 2.514 -0.998
C 0.325 0.909 0.213
F 0.197 2.901 1.374
C -0.639 -1.000 0.601
```

For the LUMO energy, the calculation gives 0.0586 eV. The value obtained for the HOMO energy is -10.0 eV. Its HOMO-LUMO gap is 10.02 eV.

---

Which structure is most stable? b, by 25.9 kJ/mol over the runner-up.

---

--- a ---
Density functional theory data (ωB97M-V/def2-TZVPD) for C3H5FO2 in the gas phase.

Geometry as XYZ:
```
11
Properties=species:S:1:pos:R:3
O 2.507 -0.013 0.006
H 0.029 1.629 -0.055
C 1.340 0.353 0.001
F -1.689 0.915 -0.224
H -1.813 -1.141 0.046
H 0.553 -1.671 0.046
H -1.078 -0.138 1.427
C 0.170 -0.651 -0.238
H 0.194 -0.626 -1.352
O 0.974 1.638 0.049
C -1.187 -0.296 0.294
```

For the LUMO energy, the calculation gives 0.6861 eV. The value obtained for the HOMO energy is -10.4 eV. Its HOMO-LUMO gap is 11.10 eV. Its SMILES is O=C(O)CCF.

---

--- b ---
Density functional theory data (ωB97M-V/def2-TZVPD) for 2 unconnected molecules or ions with the total composition C3H5FO2.

Geometry as XYZ:
```
11
Properties=species:S:1:pos:R:3
C -0.619 0.068 -1.603
H -1.172 0.102 1.409
C -0.076 -0.004 1.524
O 0.558 -1.033 0.773
H -0.169 -0.211 -2.567
C 1.015 0.166 0.516
H -1.688 0.202 -1.578
H -0.475 -0.781 -0.919
F 2.275 0.440 0.863
O 0.140 1.058 -0.970
H 0.210 -0.007 2.553
```

For the LUMO energy (alpha / beta), the calculation gives 0.2321 / 0.2321 eV. The value obtained for the HOMO energy (alpha / beta) is -10.0 / -10.0 eV. Its HOMO-LUMO gap (alpha / beta) is 10.21 / 10.21 eV.

---

--- c ---
Density functional theory data (ωB97M-V/def2-TZVPD) for a molecular structure, C3H5FO2.

Geometry as XYZ:
```
11
Properties=species:S:1:pos:R:3
F 1.463 1.161 -0.898
H 1.460 -2.289 -0.243
C 0.963 -0.019 -0.627
H -1.407 1.690 0.287
C 1.559 -1.312 -0.903
H 2.561 -1.334 -1.457
C -1.254 0.599 0.438
H -1.314 -0.038 -0.521
H -1.952 0.144 1.182
O 0.339 -0.780 -1.529
O -0.003 0.150 0.867
```

For the LUMO energy, the calculation gives 0.8853 eV. The value obtained for the HOMO energy is -9.9 eV. Its HOMO-LUMO gap is 10.81 eV.

---

Which structure is most stable? a, by 363.7 kJ/mol over the runner-up.

---

--- a ---
Density functional theory data (ωB97M-V/def2-TZVPD) for C3H5FO2 in the gas phase.

Geometry as XYZ:
```
11
Properties=species:S:1:pos:R:3
H 1.851 1.086 -0.812
C 1.465 0.494 0.016
O -2.181 -0.603 -0.111
O -0.662 1.613 -0.128
F 1.872 -0.845 -0.165
C -0.039 0.556 -0.064
H -0.532 -1.489 -0.802
C -0.817 -0.774 0.005
H -2.352 0.335 0.059
H -0.478 -1.215 1.009
H 1.873 0.842 0.993
```

For the LUMO energy, the calculation gives 0.6743 eV. The value obtained for the HOMO energy is -10.5 eV. Its HOMO-LUMO gap is 11.14 eV. Its SMILES is O=C(CO)CF.

---

--- b ---
Density functional theory data (ωB97M-V/def2-TZVPD) for C3H5FO2 in the gas phase.

Geometry as XYZ:
```
11
Properties=species:S:1:pos:R:3
C 0.399 -0.464 -0.814
H -2.006 1.437 0.196
O -1.172 1.438 -0.213
C 1.196 -0.269 0.457
H 1.611 -1.184 0.822
H 1.717 0.588 0.259
H 0.256 -1.493 -1.062
C -0.836 0.213 0.242
H 0.709 0.147 -1.656
F -1.972 -0.522 0.485
O 0.099 0.108 1.283
```

For the LUMO energy, the calculation gives 0.9647 eV. The value obtained for the HOMO energy is -10.5 eV. Its HOMO-LUMO gap is 11.43 eV. Its SMILES is O[C@@]1(F)CCO1.

---

Which structure is most stable? a, by 101.5 kJ/mol over the runner-up.

---

--- a ---
Density functional theory data (ωB97M-V/def2-TZVPD) for C21H25N3O3 in the gas phase.

Geometry as XYZ:
```
52
Properties=species:S:1:pos:R:3
H -1.638 2.694 0.480
H 8.069 -0.792 1.015
C -1.195 2.416 -0.488
H -0.817 -0.873 -0.056
H 4.937 -3.343 -0.419
N 6.414 0.143 0.278
C 7.095 -0.952 0.572
H 1.398 -1.579 0.993
C -0.074 3.381 -0.851
H 0.188 3.262 -1.901
C -4.703 0.471 1.018
H -1.990 2.382 -1.237
H -0.331 4.420 -0.654
H -0.729 1.030 2.337
C 1.103 0.575 1.291
H 0.970 3.234 1.042
H -0.347 -0.697 2.345
C -1.069 0.085 0.419
H -8.090 -1.828 -1.278
N 2.325 -0.419 -0.476
H 1.628 1.183 2.028
H 3.286 -0.948 -2.190
H 2.049 3.165 -0.366
C 4.629 -1.222 -0.543
H -3.108 1.400 2.252
H 7.201 -3.098 0.592
O -3.283 -0.548 -0.352
C -3.384 0.784 1.421
C 1.073 2.872 0.017
C -0.307 0.213 1.751
C -4.585 -0.343 -0.069
O -6.370 -1.897 -0.124
H 2.859 -0.721 1.520
C 3.254 -1.291 -1.150
H -5.101 -1.557 -1.729
C 1.959 -0.641 0.901
O 2.043 1.070 -2.169
C 5.221 0.009 -0.268
C 5.353 -2.364 -0.225
H -6.962 -3.155 -1.661
C 0.876 1.353 -0.027
H 4.701 0.930 -0.502
C -7.380 -2.548 -0.849
C -5.611 -1.011 -0.921
C -2.552 0.141 0.550
H -6.277 -0.258 -1.376
H -5.614 0.798 1.476
H -7.900 -3.193 -0.144
C 1.806 0.688 -1.045
H 2.880 -2.321 -1.124
N -0.515 1.132 -0.441
C 6.612 -2.230 0.338
```

For the LUMO energy, the calculation gives 0.7335 eV. The value obtained for the HOMO energy is -8.4 eV. Its HOMO-LUMO gap is 9.16 eV. Its SMILES is COCc1ccc([C@@H]2C[C@H]3CN(Cc4cccnc4)C(=O)[C@]34CCCN24)o1.

---

--- b ---
Density functional theory data (ωB97M-V/def2-TZVPD) for C21H25N3O3 in the gas phase.

Geometry as XYZ:
```
52
Properties=species:S:1:pos:R:3
H -0.227 1.074 5.409
N 1.844 -0.049 -3.043
C 0.400 -1.405 -4.456
H 1.707 -2.191 -2.957
C -3.724 2.090 6.783
C -0.490 0.374 3.550
C -4.807 1.918 5.937
C 1.683 -1.350 -3.669
H 2.522 -1.483 -4.360
H -2.285 -3.386 -5.016
C -2.251 1.229 5.087
H 0.123 -0.446 -0.119
C -0.459 -2.491 -4.357
C -1.626 -2.534 -5.101
C 1.493 -0.318 2.494
C -1.100 -0.398 -6.046
H -0.117 -0.022 -2.425
H 4.883 -0.445 -1.531
H 0.734 0.488 -5.375
H -3.184 0.653 3.250
H 2.466 -0.676 2.832
C 3.406 0.109 -0.141
H 3.828 0.123 -3.547
C 0.863 0.242 -2.022
C 1.662 0.739 1.392
H 0.896 -1.155 2.113
H -1.349 0.422 -6.705
O 4.236 0.569 0.621
C -2.453 1.748 6.364
H -5.445 1.265 4.003
C 3.795 -0.489 -1.478
C -1.949 -1.488 -5.946
C 3.197 0.288 -2.669
H 3.220 1.358 -2.439
H -1.608 1.883 7.025
H 1.302 -1.535 -0.852
O 0.856 0.220 3.643
H -5.799 2.184 6.266
C 1.060 -0.481 -0.676
N -0.943 0.902 4.716
C -3.338 1.056 4.237
H 0.880 1.322 -1.841
N 2.081 0.135 0.148
C 0.068 -0.358 -5.308
H -2.860 -1.520 -6.525
H -0.213 -3.310 -3.696
C -4.606 1.401 4.668
O -1.135 0.073 2.578
H 0.710 1.254 1.239
H 2.425 1.459 1.694
H -3.869 2.491 7.775
H 3.495 -1.538 -1.525
```

For the LUMO energy, the calculation gives 0.7167 eV. The value obtained for the HOMO energy is -8.5 eV. Its HOMO-LUMO gap is 9.17 eV. Its SMILES is O=C(Nc1ccccc1)OCCN1CCN(Cc2ccccc2)CCC1=O.

---

Which structure is most stable? b, by 149.2 kJ/mol over the runner-up.

---

--- a ---
Density functional theory data (ωB97M-V/def2-TZVPD) for C4H11O2P in the gas phase.

Geometry as XYZ:
```
18
Properties=species:S:1:pos:R:3
H -2.681 0.571 1.861
H -0.689 -0.085 -0.826
H -1.463 1.306 3.412
H 0.129 -1.391 -0.240
H 1.563 0.024 -3.478
C 0.340 0.391 0.978
P -1.887 0.126 2.896
O -2.481 -0.824 3.789
C 0.237 -0.371 -0.313
H -0.045 1.355 0.683
C 0.847 -0.473 -2.785
H 2.212 -0.115 -0.990
O -0.656 -0.488 2.101
H 1.174 1.243 -1.349
H 1.199 0.402 1.582
H -0.079 -0.170 -3.058
H 1.055 -1.579 -2.848
C 1.227 0.077 -1.416
```

For the LUMO energy, the calculation gives 0.6686 eV. The value obtained for the HOMO energy is -10.4 eV. Its HOMO-LUMO gap is 11.08 eV. Its SMILES is CCCCO[PH2]=O.

---

--- b ---
Density functional theory data (ωB97M-V/def2-TZVPD) for C4H11O2P in the gas phase.

Geometry as XYZ:
```
18
Properties=species:S:1:pos:R:3
O -0.744 0.453 -0.923
C 0.233 0.470 1.496
H -0.574 -2.091 1.032
H -0.653 1.149 1.760
H -0.307 2.518 -0.276
P -0.263 1.854 -1.481
H 1.102 1.442 -1.745
H -1.402 -2.024 -0.494
H 2.062 -0.332 -0.052
C 1.193 -0.913 -0.415
C -1.108 -1.449 0.359
H 1.218 -1.022 -1.546
C -0.128 -0.269 0.067
H 0.980 1.078 1.641
H -2.001 -0.996 0.741
O -1.184 2.411 -2.436
H 0.232 -0.356 2.221
H 1.344 -1.922 0.050
```

For the LUMO energy, the calculation gives 0.7279 eV. The value obtained for the HOMO energy is -10.7 eV. Its HOMO-LUMO gap is 11.38 eV. Its SMILES is CC(C)(C)O[PH2]=O.

---

Which structure is most stable? b, by 59.4 kJ/mol over the runner-up.

---

--- a ---
Density functional theory data (ωB97M-V/def2-TZVPD) for 2 unconnected molecules or ions with the total composition C2H4BrN.

Geometry as XYZ:
```
8
Properties=species:S:1:pos:R:3
C -0.098 0.654 -0.413
H -1.228 0.890 -0.432
Br 4.557 0.173 0.004
H 3.997 -0.684 -1.031
H 0.617 1.096 -1.075
C 0.407 -0.077 0.775
N 0.121 -0.817 -0.197
H 0.625 -0.145 1.738
```

For the LUMO energy, the calculation gives 0.7304 eV. The value obtained for the HOMO energy is -10.2 eV. Its HOMO-LUMO gap is 10.94 eV. Its SMILES is C1=NC1.Br.

---

--- b ---
Density functional theory data (ωB97M-V/def2-TZVPD) for C2H4BrN in the gas phase.

Geometry as XYZ:
```
8
Properties=species:S:1:pos:R:3
H -0.800 0.712 0.671
H 1.515 -1.734 -0.104
H 1.336 0.182 0.419
H -1.103 0.890 -1.072
C -1.176 0.258 -0.228
N -0.354 -0.906 -0.322
Br -3.080 -0.016 0.023
C 0.859 -0.770 0.006
```

For the LUMO energy, the calculation gives 0.7858 eV. The value obtained for the HOMO energy is -10.1 eV. Its HOMO-LUMO gap is 10.85 eV. Its SMILES is C=NCBr.

---

Which structure is most stable? b, by 136.8 kJ/mol over the runner-up.

---

--- a ---
Density functional theory data (ωB97M-V/def2-TZVPD) for 2 unconnected molecules or ions with the total composition C2H4BrN.

Geometry as XYZ:
```
8
Properties=species:S:1:pos:R:3
H 1.329 0.801 -1.128
H -0.412 -1.157 1.795
N -0.495 0.767 0.210
Br 1.552 -1.590 0.241
C -0.171 -1.246 0.847
H -0.859 -1.707 0.180
C 0.287 1.187 -0.661
H -0.054 2.201 -0.938
```

For the LUMO energy, the calculation gives 0.5071 eV. The value obtained for the HOMO energy is -8.7 eV. Its HOMO-LUMO gap is 9.25 eV.

---

--- b ---
Density functional theory data (ωB97M-V/def2-TZVPD) for C2H4BrN in the gas phase.

Geometry as XYZ:
```
8
Properties=species:S:1:pos:R:3
N 0.833 0.225 0.302
H 0.021 -1.528 -0.357
H -0.388 1.231 -1.030
C -0.495 0.939 0.035
Br -1.997 -0.139 0.104
H 1.792 -1.598 0.300
H -0.667 1.861 0.609
C 0.901 -0.990 0.037
```

For the LUMO energy, the calculation gives 0.8989 eV. The value obtained for the HOMO energy is -9.8 eV. Its HOMO-LUMO gap is 10.75 eV. Its SMILES is C=NCBr.

---

Which structure is most stable? b, by 240.7 kJ/mol over the runner-up.